{
  "formula": "C3H9N5O2",
  "method": "ωB97M-V/def2-TZVPD",
  "species": ["C", "C", "C", "H", "H", "H", "H", "H", "H", "H", "H", "H", "N", "N", "N", "N", "N", "O", "O"],
  "positions_angstrom": [[1.275285, 0.624622, -0.084677], [-1.844946, -0.662586, 0.771144], [-2.566622, 0.019990, -0.444397], [3.140407, -1.034325, -1.508414], [3.639977, -1.060892, 0.225594], [1.047846, 2.611108, 0.292822], [-0.458347, 1.869360, 0.008107], [1.000586, -1.314493, -0.308298], [-0.087162, 0.121123, 1.508146], [-2.357211, -0.259215, 1.740783], [-2.341533, -1.935922, 0.790129], [-0.804893, 0.020759, -1.041091], [2.891548, -0.795694, -0.627890], [2.556021, 0.578068, -0.333350], [0.528509, 1.765991, 0.497585], [0.415401, -0.528867, -0.323223], [-0.464980, -0.607704, 0.768755], [-1.842665, 0.289998, -1.510505], [-3.727214, 0.298686, -0.421223]],
  "forces_ev_per_a": [[-0.2, 0.6, -0.7], [-4.7, -2.8, -0.4], [-0.8, -0.1, 0.6], [1.6, -0.2, -3.2], [-2.3, 0.7, -3.8], [0.2, 0.1, 0.2], [2.6, -0.4, 1.2], [1.1, -1.5, -0.5], [-1.4, -2.3, -1.7], [1.5, -0.5, -1.8], [1.5, 3.6, -0.3], [-2.4, 0.4, -3.1], [1.3, -0.3, 7.6], [-2.4, 0.2, 0.2], [-0.5, -1.4, -2.7], [-1.1, 3.1, 0.5], [2.7, 1.8, 5.4], [4.4, -0.9, 2.1], [-1.0, -0.1, 0.6]],
  "lowdin_charge": [-0.362, -0.169, -0.627, 0.019, 0.176, 0.082, 0.144, 0.091, 0.161, 0.150, 0.193, 0.131, -0.059, 0.001, 0.089, -0.010, -0.130, 0.040, 0.078],
  "e_lumo_ev": 0.534,
  "e_above_lowest_kj_mol": 308.4,
  "energy_ha": -543.80765,
  "homo_energy_ev": -8.9,
  "orbital_gap_ha": 0.3481
}